1.
{"formula": "C32H40Br64N3O2S", "method": "wB97M-V/def2-TZVPD", "symbols": ["O", "C", "Br", "C", "N", "C", "C", "C", "C", "C", "C", "C", "S", "C", "N", "N", "C", "O", "H", "H", "H", "H", "H", "H", "H", "H", "H", "H", "H", "H", "H", "H", "H", "H", "H", "H", "H", "C", "Br", "Br", "Br", "H", "C", "Br", "Br", "Br", "H", "C", "Br", "Br", "Br", "H", "C", "Br", "Br", "Br", "H", "C", "Br", "Br", "Br", "H", "C", "Br", "Br", "Br", "H", "C", "Br", "Br", "Br", "H", "C", "Br", "Br", "Br", "H", "C", "Br", "Br", "Br", "H", "C", "Br", "Br", "Br", "H", "C", "Br", "Br", "Br", "H", "C", "Br", "Br", "Br", "H", "C", "Br", "Br", "Br", "H", "C", "Br", "Br", "Br", "H", "C", "Br", "Br", "Br", "H", "C", "Br", "Br", "Br", "H", "C", "Br", "Br", "Br", "H", "C", "Br", "Br", "Br", "H", "C", "Br", "Br", "Br", "H", "C", "Br", "Br", "Br", "H", "C", "Br", "Br", "Br", "H"], "positions_angstrom": [[-5.301, 1.495, 3.422], [-4.393, 0.919, 3.975], [-3.293, 1.865, 5.256], [-4.159, -0.547, 3.724], [-2.777, -1.036, 3.995], [-1.661, -0.312, 3.294], [-1.987, 0.068, 1.868], [-0.666, 0.561, 1.210], [-0.277, -0.390, 0.062], [-0.851, 0.097, -1.271], [-1.096, -1.090, -2.199], [-1.033, -0.747, -3.672], [-2.373, 0.410, -4.091], [-1.804, 1.257, -5.488], [-2.366, 1.187, -6.634], [-1.671, 2.021, -7.475], [-0.729, 2.524, -6.772], [-0.739, 2.097, -5.513], [-4.487, -0.860, 2.750], [-4.807, -1.064, 4.424], [-2.608, -0.998, 5.004], [-2.724, -2.017, 3.734], [-1.301, 0.545, 3.836], [-0.835, -1.008, 3.250], [-2.685, 0.895, 1.834], [-2.356, -0.762, 1.280], [-0.747, 1.594, 0.914], [0.122, 0.487, 1.954], [-0.617, -1.389, 0.303], [0.804, -0.403, 0.000], [-1.754, 0.672, -1.121], [-0.122, 0.749, -1.741], [-2.063, -1.542, -1.997], [-0.325, -1.831, -2.026], [-1.194, -1.644, -4.250], [-0.072, -0.335, -3.950], [0.009, 3.216, -7.168], [-0.811, -4.719, 1.266], [1.004, -4.402, 1.779], [-2.011, -3.963, 2.580], [-1.242, -4.131, -0.505], [-0.972, -5.787, 1.293], [2.008, -3.064, -4.903], [2.919, -2.493, -3.301], [0.242, -3.734, -4.513], [1.962, -1.663, -6.217], [2.579, -3.883, -5.318], [5.620, -3.586, -7.535], [4.070, -4.565, -8.123], [6.000, -3.909, -5.675], [7.148, -3.929, -8.649], [5.387, -2.537, -7.628], [-5.880, 0.987, 8.450], [-7.424, 0.841, 9.584], [-4.303, 1.489, 9.434], [-5.597, -0.631, 7.431], [-6.079, 1.778, 7.742], [1.696, 6.263, -8.651], [1.342, 4.847, -7.384], [3.086, 5.777, -9.885], [0.092, 6.807, -9.556], [2.052, 7.112, -8.087], [-1.862, 4.357, 7.821], [-0.484, 3.009, 7.898], [-2.595, 4.718, 9.559], [-1.243, 5.958, 6.957], [-2.664, 3.960, 7.217], [-5.614, -4.852, 0.821], [-4.809, -3.214, 0.225], [-4.344, -6.298, 0.879], [-6.444, -4.558, 2.531], [-6.384, -5.131, 0.116], [4.482, 1.536, -7.866], [5.847, 2.146, -9.071], [2.760, 1.425, -8.718], [4.974, -0.127, -7.028], [4.400, 2.269, -7.077], [-8.644, -7.497, 3.873], [-7.731, -8.288, 2.373], [-10.435, -6.966, 3.422], [-8.609, -8.671, 5.402], [-8.105, -6.601, 4.141], [-6.442, -2.894, 10.772], [-7.502, -4.264, 9.935], [-6.882, -2.683, 12.630], [-4.557, -3.201, 10.521], [-6.680, -1.962, 10.279], [8.875, 2.951, -6.346], [7.215, 2.937, -5.366], [10.367, 3.368, -5.202], [9.153, 1.307, -7.302], [8.805, 3.742, -7.079], [-4.246, -5.479, 6.104], [-2.683, -6.208, 5.250], [-4.573, -3.648, 5.562], [-5.779, -6.604, 5.841], [-4.043, -5.450, 7.165], [7.681, -3.955, -12.791], [9.224, -4.703, -13.663], [7.607, -2.042, -12.991], [6.052, -4.793, -13.378], [7.780, -4.160, -11.736], [12.153, -0.153, -4.581], [11.127, -1.547, -5.413], [11.550, 0.213, -2.788], [14.040, -0.522, -4.632], [11.986, 0.746, -5.160], [-0.840, -4.089, 6.186], [0.483, -5.385, 6.685], [-1.963, -3.586, 7.665], [-0.037, -2.544, 5.349], [-1.479, -4.552, 5.446], [-7.564, 2.901, 13.358], [-6.331, 3.643, 12.083], [-9.336, 2.751, 12.619], [-6.946, 1.224, 14.065], [-7.621, 3.593, 14.185], [14.043, 3.062, -3.513], [15.267, 2.619, -2.101], [12.981, 4.611, -3.076], [14.938, 3.278, -5.202], [13.362, 2.230, -3.614], [4.329, -2.048, 3.374], [5.431, -2.519, 1.873], [2.666, -1.256, 2.803], [4.019, -3.547, 4.540], [4.860, -1.300, 3.943], [-11.984, 5.269, 10.989], [-13.824, 5.379, 10.441], [-10.789, 5.304, 9.479], [-11.538, 6.627, 12.276], [-11.853, 4.315, 11.476], [7.175, 6.013, -1.933], [6.135, 6.182, -3.545], [6.318, 4.856, -0.655], [8.976, 5.453, -2.302], [7.230, 6.994, -1.487], [-1.350, 8.554, -12.849], [0.178, 7.573, -13.482], [-1.321, 10.381, -13.449], [-2.999, 7.677, -13.311], [-1.292, 8.574, -11.771]], "lumo_ev": -3.06, "energy_ha": -166692.6541, "gap_ev": 7.6, "charge": 1}

=====

2.
{"formula": "C32H41N5O3P", "method": "wB97M-V/def2-TZVPD", "symbols": ["C", "C", "C", "C", "C", "C", "C", "C", "C", "O", "C", "C", "C", "C", "N", "C", "C", "P", "O", "O", "C", "H", "H", "H", "H", "H", "H", "H", "H", "H", "H", "H", "H", "H", "H", "H", "H", "H", "H", "H", "H", "H", "N", "C", "C", "C", "C", "H", "H", "H", "H", "H", "N", "C", "C", "C", "C", "H", "H", "H", "H", "H", "N", "C", "C", "C", "C", "H", "H", "H", "H", "H", "N", "C", "C", "C", "C", "H", "H", "H", "H", "H"], "positions_angstrom": [[-4.091, 0.864, -0.680], [-2.641, 1.192, -0.437], [-2.218, 2.393, 0.121], [-0.865, 2.618, 0.311], [0.117, 1.693, -0.018], [1.562, 2.113, 0.208], [2.565, 1.611, -0.838], [2.073, 1.818, 1.625], [-0.318, 0.480, -0.554], [0.604, -0.498, -0.917], [0.817, -1.483, 0.064], [-0.399, -2.373, 0.269], [-0.782, -3.080, -0.869], [-1.870, -3.906, -0.828], [-2.553, -4.022, 0.322], [-2.209, -3.368, 1.437], [-1.127, -2.516, 1.457], [-0.493, -1.498, 2.932], [-1.436, -1.956, 4.202], [-1.081, -0.010, 2.666], [-1.669, 0.259, -0.769], [-4.737, 1.202, 0.125], [-4.195, -0.218, -0.732], [-4.422, 1.238, -1.645], [-2.951, 3.140, 0.391], [-0.562, 3.576, 0.710], [1.559, 3.199, 0.133], [2.129, 1.696, -1.829], [2.773, 0.560, -0.657], [3.488, 2.174, -0.771], [3.146, 2.004, 1.618], [1.907, 0.791, 1.931], [1.661, 2.517, 2.346], [1.220, -1.085, 0.991], [1.587, -2.144, -0.333], [-0.224, -2.963, -1.783], [-2.224, -4.462, -1.680], [-3.363, -4.630, 0.330], [-2.819, -3.518, 2.314], [-2.044, -2.664, 3.960], [-1.816, 0.156, 3.279], [-1.963, -0.679, -1.220], [-5.023, -3.502, 4.388], [-6.221, -4.135, 4.585], [-7.199, -3.375, 4.008], [-6.573, -2.236, 3.435], [-5.230, -2.342, 3.674], [-4.141, -3.834, 4.727], [-6.274, -5.065, 5.126], [-8.251, -3.604, 4.001], [-7.056, -1.430, 2.909], [-4.408, -1.693, 3.414], [7.659, 1.310, -2.178], [6.345, 1.641, -2.366], [6.272, 3.000, -2.517], [7.597, 3.508, -2.418], [8.429, 2.441, -2.211], [8.001, 0.380, -2.036], [5.580, 0.883, -2.375], [5.372, 3.568, -2.680], [7.902, 4.538, -2.493], [9.497, 2.390, -2.086], [-5.038, 4.304, -1.385], [-5.057, 5.290, -2.335], [-6.248, 5.955, -2.224], [-6.975, 5.349, -1.163], [-6.203, 4.336, -0.665], [-4.285, 3.658, -1.240], [-4.226, 5.432, -3.005], [-6.564, 6.784, -2.833], [-7.953, 5.628, -0.807], [-6.380, 3.638, 0.136], [8.303, -2.592, -1.601], [7.307, -2.338, -2.507], [6.479, -3.428, -2.534], [6.993, -4.373, -1.605], [8.116, -3.828, -1.046], [9.060, -1.972, -1.378], [7.271, -1.413, -3.058], [5.604, -3.536, -3.153], [6.586, -5.344, -1.378], [8.798, -4.213, -0.308]], "lumo_ev": -4.58, "energy_ha": -2084.5638, "gap_ev": 5.2, "charge": 1}